No. 1
57
Properties=species:S:1:pos:R:3 method="wB97M-V/def2-TZVPD" charge=+3 lumo_energy_ev=-10.4 energy_ev=-108726.42513 orbital_gap_ev=5.42 de_lowest_kcal_mol=0.0
N 1.1513 1.3400 0.9826
C -0.5143 -2.3837 5.5282
H -0.1483 0.1592 -5.1830
N 4.1497 0.0803 4.5717
C -1.4711 -1.1237 0.1231
C 5.4358 1.7190 3.3305
C 0.2392 0.7056 0.2084
C -2.3396 -0.9831 -7.5370
I 6.5377 0.5174 1.9524
H 6.0541 1.8675 4.2109
H 5.0045 -0.1863 5.0337
H 1.9983 3.7888 -1.1075
H -3.8975 -2.5981 -9.0089
H -1.9845 -1.9308 0.6284
H 0.3737 2.5975 -2.5684
C -0.0671 1.1071 -1.0745
C 1.7604 2.4196 0.5246
N -1.3663 0.7497 -3.0067
H -1.8108 0.3911 4.7933
H -4.4530 -0.4768 -4.9337
O 1.4302 -0.3495 4.5884
C -1.0910 -0.5728 -6.9238
C -1.0681 -0.1674 -5.6486
H 1.8882 -1.2159 7.5514
H 2.4836 2.8830 1.1811
C 0.5904 2.2414 -1.5706
C 1.4898 2.8999 -0.7613
C -3.5769 -0.9464 -6.8087
C 4.1567 1.0202 3.6533
C 1.0982 -0.4726 7.4624
H -2.5179 -1.3066 -1.6930
C -2.3046 -0.1386 -4.8771
C -1.7551 -0.7738 -1.1407
H 0.0332 -3.1158 6.1181
H -1.6944 0.7340 6.5321
C -1.1353 0.6739 5.5986
H -0.6769 1.6390 5.3911
H -2.9298 -2.2002 -10.4569
H -1.5576 -2.3656 5.8394
C -1.0966 0.3488 -1.8142
Pd 1.3118 0.4537 2.7592
As 0.2402 -0.6430 5.7703
N -2.4227 0.2203 -3.6440
H 0.3571 -0.6406 8.2440
O -0.2309 -0.6346 2.0762
C -3.3750 -1.8132 -9.5489
H 1.5080 0.5311 7.5548
C -3.5504 -0.5377 -5.5283
H -0.4442 -2.6370 4.4722
O 3.1253 1.3595 3.0044
H 5.2313 2.6655 2.8449
H -4.0171 -0.9625 -9.7642
H -4.5036 -1.2231 -7.2888
O -2.2349 -1.3468 -8.7542
C -0.4760 -0.3863 0.8742
H 3.2699 -0.3824 4.7865
H -0.2072 -0.5980 -7.5471


No. 2
64
Properties=species:S:1:pos:R:3 method="wB97M-V/def2-TZVPD" multiplicity=6 charge=-1 lumo_energy_ev="1.9 / 1.9" energy_ev=-82027.31633 orbital_gap_ev="7.16 / 7.18"
C 2.1621 1.0060 -3.2180
H -3.1704 3.8157 4.1772
C -1.7757 -3.0221 1.0188
C -3.2859 1.4698 -1.9979
N -2.4227 2.8276 1.0973
H -4.0260 -0.4817 -2.9082
H 2.3968 2.9602 0.8536
C 2.7255 0.4209 -4.3386
H -3.3523 -5.0523 1.1259
C 1.5681 -2.0146 -1.1353
C 1.4639 4.3843 -0.6452
F 4.6013 -0.6264 2.8315
F 3.2741 1.5070 1.6778
H -0.9470 -5.0583 3.4928
H -2.0490 1.2907 3.9906
C 1.5651 3.3478 0.2925
C -2.8159 3.3164 3.2622
N -1.9432 1.7309 1.8497
Sm -0.0051 0.2367 0.8594
H 0.0670 -2.8438 4.5234
O -0.3860 -0.5433 3.1654
N -1.6295 0.4841 -0.8277
H 1.8465 2.1044 -3.2099
H 2.2423 5.0334 -1.0462
F 2.2206 0.8196 3.4638
C -0.7816 -1.7377 2.7767
C -2.2787 2.0265 3.1687
H -2.4756 -5.9421 2.4195
C -2.3610 -0.4891 -1.4615
H 2.8501 0.9729 -5.2857
H 3.3300 -2.6828 -3.0526
C 2.1611 -1.1242 -2.0656
H -0.5699 5.1740 -1.4739
H 1.8869 -3.0424 -1.2247
B -2.0415 3.0442 -0.3847
N -1.6506 -4.1165 1.8753
F 3.4661 -1.4756 1.2368
C 3.1617 -0.9155 -4.2364
O -2.4393 -3.1095 -0.0113
C -2.3957 -5.3416 1.5172
H -3.9016 2.2459 -2.4719
C 2.9326 -1.6742 -3.1178
C 1.9572 0.2722 -2.0105
C -2.8856 3.7941 1.9058
F 2.5790 -1.5341 3.2299
H -3.0594 4.7404 1.4613
N -0.5481 3.4575 -0.2994
H -2.6404 3.9231 -0.8944
C -1.0113 -4.0587 3.0801
C -3.3692 0.0646 -2.2466
C 0.0708 4.4849 -0.9160
N 3.6576 -1.5644 -5.4251
O 0.7354 -1.6866 -0.2282
O 3.5434 -0.9857 -6.5219
O 1.5035 0.8419 -0.9924
N 0.3550 2.7567 0.5125
C -0.5535 -2.8755 3.6058
C 2.4468 0.4520 2.1458
H -1.8182 -5.9187 0.7593
N -1.2756 -1.8494 1.5466
O 4.1963 -2.6416 -5.2448
C 3.3203 -0.7914 2.3664
H -2.1339 -1.5335 -1.2784
N -2.2880 1.7271 -1.1186


No. 3
62
Properties=species:S:1:pos:R:3 method="wB97M-V/def2-TZVPD" smiles=COC[C@H](C)N.CCO.CCO.CCO.CCO.O.O.O lumo_energy_ev=-0.1 energy_ev=-30977.49156 orbital_gap_ev=9.44 de_lowest_kcal_mol=8.4
H 0.9659 3.6877 3.1520
C -1.6512 -0.4979 2.0742
H -3.9342 -2.6451 -0.7754
C 0.8163 6.0259 -1.3545
H 3.6580 -1.2559 0.8367
H -5.5567 -0.6460 -1.5783
O 1.3756 -2.0297 -3.3470
H -2.6576 -1.4319 -0.8650
O -0.1026 1.9578 3.2697
C -3.6668 -1.6750 -1.1935
H 3.0161 -1.6722 2.3912
H 1.2110 -1.4043 -2.6312
H 1.1468 5.9656 -2.3896
H 2.1013 -1.6462 -3.8424
H 1.0375 2.8429 4.7109
H 1.1205 6.9400 -0.8435
H 1.9324 2.1558 3.3675
O 0.5185 3.6656 -1.0625
H 3.1117 1.7876 -2.6811
O -4.0606 0.7464 -1.2859
H -1.6151 -0.5294 3.1639
H 2.2015 4.6669 -0.3844
H -5.0150 -0.3915 0.0344
H 2.1649 -3.9121 1.1953
C -0.1073 1.5381 1.9397
H -1.9638 -4.6463 -0.9271
H 1.2086 3.0121 -1.2190
H -0.2743 6.0680 -1.3711
H -2.2711 1.6141 1.8413
O 2.7761 2.1716 -1.8682
H 4.0072 -4.7919 1.7166
H -2.5254 0.3219 -0.0656
O 4.2315 -3.8731 1.5485
N -1.6074 0.7192 0.0790
C -1.2105 -4.2969 -0.2209
C -1.4673 0.9426 1.5354
H -1.7698 -3.8747 0.6151
H -0.0500 -0.0006 -0.5807
C 1.0273 2.7077 3.6300
H 0.3744 -2.7938 -0.1643
H -3.9555 0.8070 -2.2395
O 0.4818 -4.1771 -1.7717
H -0.9091 -1.2241 1.7374
H -3.6285 -1.8222 -2.2746
H -0.6126 -5.1487 0.1061
O 0.6426 -0.2169 -1.2256
C -4.6505 -0.4955 -0.9887
H 0.1173 2.4637 1.4015
H 0.6865 0.7992 1.8002
H 3.5609 2.4281 -1.3783
C 3.0615 -3.3499 0.9293
H 0.7520 4.8888 0.5617
H 1.9291 -1.5393 0.9033
H -0.7838 -2.6507 -1.4772
C 1.1186 4.7880 -0.4611
C -0.2182 -3.3689 -0.8782
H -1.5985 1.6200 -0.3843
H 0.8451 -3.6559 -2.4967
H 3.1170 -3.3918 -0.1602
H 1.2369 0.5360 -1.1987
C 2.8849 -1.8513 1.3247
H -2.5737 -0.9609 1.7206


No. 4
21
Properties=species:S:1:pos:R:3 method="wB97M-V/def2-TZVPD" lumo_energy_ev=-0.8 energy_ev=-8386.89513 orbital_gap_ev=7.94 de_lowest_kcal_mol=132.0
H -0.4021 1.7877 -2.0567
N 0.4613 1.8966 -1.5454
H 0.8424 -1.1294 1.1376
C -0.1996 -0.8059 1.1012
H -0.1332 1.3727 1.1332
C 0.7567 0.6889 -0.7670
H -1.3099 -2.6282 1.2456
H 2.3942 1.4525 0.3593
N -2.4298 -1.3869 -0.0363
C 2.2286 0.6809 -0.3962
H 2.5057 -0.2631 0.0774
H -0.7199 -2.3432 -0.3400
C -1.1775 -1.8320 0.5216
H -2.9865 -0.7255 0.7131
H -1.2009 0.6247 -0.0396
C -0.1984 0.5803 0.3978
H -2.6566 -0.1108 1.1414
H 0.5610 -0.1800 -1.4157
H -0.4643 -0.6774 2.1567
H 1.2241 2.1431 -2.1570
H 2.9050 0.8549 -1.2310


No. 5
46
Properties=species:S:1:pos:R:3 method="wB97M-V/def2-TZVPD" charge=-2 lumo_energy_ev=4.2 energy_ev=-136925.23371 orbital_gap_ev=6.23 de_lowest_kcal_mol=0.0
Ta 0.0525 1.7380 -0.9255
F -4.1193 2.5791 -1.0046
S -0.4818 5.0569 0.8315
H -0.6428 -0.2527 1.7613
O -0.1887 -0.1589 -0.6273
O -1.1810 -2.1401 -0.5236
C 1.1877 -3.9756 4.0056
C 1.0498 1.5920 -4.0082
C 0.2361 -1.9898 2.7381
S 2.8422 1.0936 1.7366
H -1.5166 -0.1935 -2.7577
H 1.7728 2.3432 -3.7278
H 0.0307 -2.4818 6.1299
C 1.0956 1.0452 -5.2952
C 0.4330 -2.6580 3.9922
H 1.3045 -4.4133 4.9997
H 1.6316 -2.5907 -0.2008
C -0.9083 -0.1597 3.8265
C -0.7230 -0.8098 5.0501
H 1.6932 -1.0484 0.6604
F -1.9141 2.4855 -2.0568
C 1.0462 -1.9097 0.4338
C -0.2092 -1.4249 -0.3429
H 0.6788 -4.6911 3.3459
C -0.4694 -0.7720 2.6879
H -1.4674 -1.1432 -5.0022
H 2.1920 -3.8026 3.5889
O 0.7247 -2.6438 1.6367
F -3.6705 0.9080 -2.4947
S 0.9328 1.9694 1.4590
S -1.3059 3.2391 0.7122
F -2.4259 1.0063 -0.5103
C -0.0660 -2.0488 5.1346
B -3.1778 1.7322 -1.5305
C 0.1159 1.1622 -3.0919
C -0.7420 -0.3899 -4.7355
S 3.7796 1.6612 0.0323
C 0.2087 0.0558 -5.6489
S 2.5260 0.9309 -1.3513
H 1.8439 1.3742 -6.0103
S 1.1204 3.8512 -1.6703
H -1.3591 0.8253 3.8225
S -0.1071 5.4357 -1.1772
F 0.2490 -0.4822 -6.9208
C -0.7712 0.1605 -3.4625
Cl -1.3006 -0.0649 6.4911


No. 6
11
Properties=species:S:1:pos:R:3 method="wB97M-V/def2-TZVPD" smiles=Nc1nnnc(O)n1 lumo_energy_ev=0.1 energy_ev=-11619.28166 orbital_gap_ev=9.93 de_lowest_kcal_mol=35.7
C -0.7152 -1.0253 0.3862
O -1.7833 -1.6863 0.9089
N 1.2448 0.0682 -0.8774
C 0.2802 0.7571 -0.2515
H -0.1899 2.7328 0.2768
H 1.4058 2.4756 -0.5668
N -0.7907 0.2593 0.3276
N 0.4135 2.1140 -0.3030
N 0.3580 -1.8295 -0.0012
H -1.5824 -2.6762 0.7281
N 1.3594 -1.1897 -0.6277


No. 7
96
Properties=species:S:1:pos:R:3 method="wB97M-V/def2-TZVPD" smiles="CN(C)C=O.CN(C)C=O.CN(C)C=O.CN(C)C=O.CN(C)C=O.CN(C)C=O.CN(C)C=O.CN(C)C=O" lumo_energy_ev=0.4 energy_ev=-54094.76890 orbital_gap_ev=8.53 de_lowest_kcal_mol=165.2
C 4.2406 -20.4188 -1.3617
C 7.7068 -21.7545 -0.2554
H 9.3260 -23.7178 -4.8900
C 8.7531 -24.0935 -4.0392
H 11.8961 -21.8238 -1.5215
C 9.6992 -24.6384 -1.8689
O 6.1290 -21.8545 2.8281
H 9.5119 -27.8886 -0.3311
H 8.5391 -24.4617 0.5015
H 6.3061 -29.0334 -1.4744
H 10.2999 -22.1124 -1.8147
H 9.5905 -21.7485 -3.3839
C 5.8391 -21.4882 3.9478
H 1.4778 -20.4372 -0.1700
O 9.5591 -25.8493 -1.9942
C 3.8470 -21.1132 0.9625
H 14.0458 -20.0158 1.5331
H 6.8905 -24.7014 0.9600
C 8.6937 -27.5501 0.3367
H 4.3956 -23.1875 -3.4071
H 8.6826 -19.8624 -1.4218
H 6.4541 -18.1624 -1.9845
H 3.4721 -21.7988 -3.6141
H 0.3106 -23.6657 -4.0729
N 6.2710 -22.0227 5.1012
C 7.6323 -23.9227 0.7856
C 5.7879 -21.5035 6.3631
H 7.0920 -24.5226 -1.7130
H 7.2783 -23.5827 6.0640
H 8.7626 -25.1667 -4.2160
H 1.5992 -25.4937 -3.5376
C 9.4432 -22.3014 -2.4593
H 5.7164 -20.4176 6.3709
H 6.8606 -23.8899 4.3051
H 2.9440 -21.3238 1.5366
N 8.4322 -17.8656 -1.3811
H 5.5830 -23.9900 -1.1440
H 13.6691 -21.5093 -1.7180
C 2.5786 -25.0110 -3.6745
H 8.5680 -21.9732 -1.8979
C 11.7643 -20.8614 0.8648
H 12.4662 -20.3225 -2.0487
H 1.0584 -22.0955 -4.2737
H 5.1527 -20.6347 4.0790
H 4.7942 -21.8952 6.6105
H 1.1791 -23.3112 -5.5559
H 6.6585 -17.1419 -0.5771
C 13.9915 -20.0386 0.4451
N 7.1507 -22.9946 -0.2460
H 10.0355 -24.1213 -0.9520
H 8.1583 -22.8326 4.7550
H 14.0851 -19.0039 0.0968
C 7.3691 -28.9174 -1.2518
O 10.2755 -18.8460 -2.2551
H 4.5339 -20.5261 1.5657
H 2.0797 -19.2335 -1.2210
N 2.4393 -23.6878 -3.9496
C 1.1870 -23.1559 -4.4745
N 9.3524 -23.7203 -2.7808
H 6.8740 -18.9082 -0.3953
N 3.5146 -20.3450 -0.2306
O 8.8783 -26.7176 1.2102
H 9.8507 -16.4835 -2.1513
O 3.9499 -19.9127 -2.4309
C 9.1956 -18.9246 -1.6757
O 10.7133 -21.3871 0.5502
C 8.8325 -16.5185 -1.7681
H 7.5421 -29.9319 -0.8753
H 6.4269 -22.8997 -2.2317
H 11.9452 -20.4493 1.8627
H 14.9214 -20.4771 0.0752
N 12.8146 -20.7716 0.0465
N 7.5245 -27.9996 -0.1238
H 5.8940 -26.7234 -0.0155
H 5.5933 -28.4861 0.4720
H 7.8835 -23.3839 1.6953
C 12.7155 -21.1325 -1.3518
H 8.8490 -15.9870 -0.8142
C 7.0118 -18.0554 -1.0531
H 7.6978 -23.8088 -4.0348
H 8.1989 -21.4948 0.6867
H 8.2686 -16.0684 -2.5856
H 3.9571 -22.6625 -5.0297
O 7.6508 -21.0146 -1.2353
O 3.6491 -25.5749 -3.6145
H 5.2316 -20.8492 -1.1498
H 6.3618 -27.3033 1.5412
H 7.8403 -28.6036 -2.1763
C 3.5724 -22.8097 -4.0147
H 4.2465 -22.1002 0.7336
H 2.0515 -18.9025 0.5482
C 2.2343 -19.6442 -0.2237
C 6.2420 -27.6187 0.5048
H 6.3952 -21.8252 7.2070
C 6.5741 -23.6050 -1.4208
C 7.1651 -23.1740 5.0653


No. 8
11
Properties=species:S:1:pos:R:3 method="wB97M-V/def2-TZVPD" charge=-1 lumo_energy_ev=3.8 energy_ev=-14059.16116 orbital_gap_ev=6.25 de_lowest_kcal_mol=30.0
C 0.1714 0.0197 -1.3852
C -1.1403 -0.5435 -1.8586
H 0.2761 1.0435 -1.7395
H -2.3055 -2.3475 -1.9284
H 2.3523 1.4755 1.9009
H -1.5786 -1.8994 -0.3137
S 1.1165 1.0081 2.1562
H 1.0588 -0.4848 -1.7697
H 0.1489 -0.1069 -0.2995
H -1.6403 0.0272 -2.6443
C -1.6831 -1.6628 -1.3681


No. 9
21
Properties=species:S:1:pos:R:3 method="wB97M-V/def2-TZVPD" smiles="CC[C@H]1OC(=O)[C@](F)(Cl)[C@@H]1C" lumo_energy_ev=0.7 energy_ev=-26755.34333 orbital_gap_ev=11.13 de_lowest_kcal_mol=2.9
C -0.3008 2.2887 0.1997
C -1.9544 -1.1999 0.0944
H 0.2655 0.2634 -1.3097
H 1.5701 -1.1492 1.1781
C 2.3072 -1.6380 -0.7950
H 0.6237 2.5793 0.8329
Cl -3.0443 1.0256 -0.9590
H 2.1841 0.2315 0.4522
C -2.1889 0.3167 0.3744
O -2.7746 -2.0636 0.0785
F -2.8833 0.6586 1.5342
H 3.0781 -2.2693 -0.2906
H -0.5635 0.6511 1.6562
C 0.1882 -0.2619 -0.3070
O -0.6571 -1.3799 -0.2530
H -0.0970 2.4360 -0.7776
C 1.5693 -0.6499 0.1629
C -0.6109 0.8212 0.5030
H 1.4921 -2.3587 -1.1611
H 2.8886 -1.2765 -1.7192
H -1.0922 2.9750 0.5058


No. 10
26
Properties=species:S:1:pos:R:3 method="wB97M-V/def2-TZVPD" multiplicity=3 charge=-1 lumo_energy_ev="3.0 / 3.0" energy_ev=-95729.48485 orbital_gap_ev="6.48 / 6.55" de_lowest_kcal_mol=13.4
H -0.6188 0.9335 3.9375
H 2.3441 1.4654 1.3276
H 1.7968 -0.7971 -2.3316
Br 0.9802 -2.2356 1.8636
C -2.1883 -1.3251 0.1935
C -2.0044 0.3505 -1.4122
C 1.3345 2.0505 -0.5921
H 2.9920 -0.8078 0.0511
H -0.8331 -2.7486 -0.9052
H 0.7735 2.9196 -0.3150
C -2.5729 0.0315 -0.1279
Pr -0.0566 0.0350 0.5738
C -1.3845 -1.8313 -0.8944
H -2.9718 0.7540 0.5600
H 0.4700 1.5358 -2.5896
H -2.2084 -1.7595 1.1766
C 2.2168 1.2886 0.2730
C -1.3025 -0.8086 -1.8916
C 1.8295 0.0310 -1.6487
H -1.2900 0.1794 2.3360
C -0.4238 0.7524 2.8487
H 0.6378 1.0701 2.5294
H -2.0220 1.3132 -1.8862
C 2.5059 0.0365 -0.3806
H -0.7529 -0.8805 -2.8133
C 1.1158 1.2728 -1.7776


No. 11
23
Properties=species:S:1:pos:R:3 method="wB97M-V/def2-TZVPD" smiles="C[Si](C)(C)O.C=PC" lumo_energy_ev=0.0 energy_ev=-24641.34000 orbital_gap_ev=9.45 de_lowest_kcal_mol=42.0
H 2.4777 -2.6532 -1.8102
H 3.0445 -1.1997 -1.1644
O -0.5147 -1.1594 -1.2907
H -0.3900 -3.3233 0.8246
H 1.2450 -3.3948 1.0113
H 0.4933 -4.2398 -0.3524
C 1.4575 -0.2632 0.6689
C 0.5047 -3.3659 0.2776
H 0.9512 -0.1249 1.6213
H 1.2074 0.8446 0.2960
H -2.1956 4.8889 -0.1943
H -2.7417 0.5502 0.8755
H 2.4824 -0.3098 0.7690
H -0.9907 -0.3638 -1.4814
H 2.2225 -1.3513 -2.7516
Si 0.7945 -1.6158 -0.5058
C 2.2364 -1.6238 -1.7354
H -3.1728 2.1079 1.6069
P -1.4160 2.3257 0.0413
H -0.7353 4.3844 0.8326
C -1.7189 4.1224 0.4458
H -2.5088 4.1171 1.1815
C -2.7327 1.6477 0.8339


No. 12
14
Properties=species:S:1:pos:R:3 method="wB97M-V/def2-TZVPD" lumo_energy_ev=0.8 energy_ev=-10749.51123 orbital_gap_ev=10.74 de_lowest_kcal_mol=105.3
C -0.9210 1.3680 0.4350
N -1.5097 -2.5959 0.0969
H -0.0146 1.3126 0.9672
H 1.1053 0.7901 -1.2049
H -1.6975 1.0335 1.1935
H -1.5580 -0.2822 -1.1306
O 3.3211 0.6150 0.5503
H 2.5353 0.5861 -0.0069
O -1.5830 -3.5528 -0.5432
H 3.3997 -0.3602 0.7297
N 0.2854 0.1373 -1.3603
N -1.4350 -1.6934 0.7371
H -1.1450 2.3339 0.2217
C -0.7831 0.3080 -0.6854